Record 1
Molecular formula: H20O10
Method: DFT, ωB97M-V/def2-TZVPD

Gap between HOMO and LUMO, eV: 10.60
Spin multiplicity: 1
Charge: 0
SMILES: O.O.O.O.O.O.O.O.O.O
LUMO level, eV: -0.300
HOMO, Ha: -0.40073

Atoms and positions in Å:
1 H 1.69270 1.22499 -1.89087
2 H 0.05444 -0.64967 -2.77114
3 H 2.30832 2.56647 -1.47542
4 H 0.16702 2.84550 -4.17792
5 H -2.74520 -0.58876 1.64753
6 H -2.42614 -1.58733 0.53244
7 O -0.64078 2.54490 -3.74976
8 H -0.22469 2.85987 -0.26852
9 H 1.05733 -0.29755 2.70082
10 H 0.00841 0.17256 -0.78599
11 H 1.21141 -0.05040 -3.57718
12 H -0.91115 -3.09514 1.23799
13 O -3.15589 -1.23081 1.04209
14 H -1.24388 0.30873 3.86146
15 O 0.58571 0.15505 -2.86690
16 H 0.06573 -2.62626 2.32550
17 H 1.62407 -2.58252 0.78754
18 H -2.30973 0.99912 3.01764
19 O -1.91777 0.13253 3.19696
20 O 2.21807 -3.14803 0.27872
21 O -0.20376 3.82509 -0.31051
22 H 2.11005 -4.01571 0.68116
23 O 2.36570 1.61714 -1.31097
24 O -0.64276 0.28260 -0.08302
25 H 1.86269 -0.70839 1.46690
26 H -0.28104 -0.22251 0.66049
27 H -0.99781 4.06154 -0.80241
28 O 1.18126 -1.02662 2.08104
29 O -0.37762 -3.41598 1.96983
30 H -0.43469 1.64958 -3.41749

Löwdin atomic charge list, values in e, 6 entries: H -0.03; H 0.09; H 0.04; H 0.03; H -0.01; H 0.00



Record 2
Molecular formula: C6H15N2
Method: DFT, ωB97M-V/def2-TZVPD

Gap between HOMO and LUMO, eV: 8.61
Spin multiplicity: 1
Charge: +1
LUMO level, eV: -3.683
HOMO, Ha: -0.45195

Atoms and positions in Å:
1 H 0.89110 2.06831 2.11029
2 H 1.61661 -1.50408 -0.08692
3 C -1.21363 -1.94149 -1.11553
4 H 0.37033 -0.16783 -0.12214
5 H -2.49970 -3.44051 -0.80783
6 C 0.42408 2.02887 1.12198
7 H -1.63393 2.37048 1.85263
8 H 3.17928 3.01044 -0.42957
9 H -1.36018 0.80517 1.20134
10 H 3.18150 1.26514 -0.35745
11 H -0.67039 -2.89102 0.50540
12 C 0.63079 -1.14792 0.26119
13 C -1.07386 1.85741 1.04896
14 N -2.22269 -2.73225 -1.45137
15 H 0.79707 2.10010 -0.97610
16 H -1.55845 2.23235 0.14846
17 C 2.73507 2.17524 0.13838
18 H 3.10975 2.12668 1.17401
19 H -2.83224 -2.34868 -2.20041
20 H 0.61984 -1.11701 1.34544
21 H -1.07782 -1.04690 -1.65841
22 N -0.39600 -2.13824 -0.09348
23 C 1.19722 2.13304 0.06422

Löwdin atomic charge list, values in e, 6 entries: H 0.12; H 0.11; C -0.12; H 0.05; H 0.13; C -0.21



Record 3
Molecular formula: C19H28BFN
Method: DFT, ωB97M-V/def2-TZVPD

Gap between HOMO and LUMO, eV: 6.87
Spin multiplicity: 1
Charge: +1
LUMO level, eV: -5.653
HOMO, Ha: -0.46036

Atoms and positions in Å:
1 C 5.19133 -1.49982 1.18932
2 H 0.11990 0.29210 -2.02191
3 C 3.23992 -1.17869 -0.81069
4 C -2.40890 0.99127 -2.95748
5 H 0.47581 2.24059 1.62118
6 H -3.41154 1.44211 -2.91599
7 C 0.54037 1.45441 2.38264
8 H -4.00373 -2.54398 -1.92770
9 H -0.51035 2.56637 3.88460
10 H 2.45900 -1.05423 -1.56480
11 H -1.93964 1.79514 1.50376
12 H 1.92604 -1.66193 2.85583
13 C 1.36942 -0.74806 3.05992
14 H -0.34376 0.75293 5.61193
15 H -2.42046 0.18553 -3.70029
16 C -3.37750 -0.58834 -1.36866
17 C -3.50227 -1.69252 -2.40525
18 H -0.35650 1.66424 -3.32462
19 H 5.95689 -1.61120 1.95833
20 H 4.61600 -2.19179 -2.10921
21 C 5.42817 -1.95988 -0.11574
22 H -4.26227 0.06384 -1.40881
23 C 0.09906 0.62650 4.62580
24 H -1.42403 2.89358 -2.59658
25 C 2.98189 -0.68262 0.50075
26 H -0.78150 -1.45088 -2.10013
27 C 4.43795 -1.81579 -1.10090
28 B -0.73234 -0.39275 -1.49470
29 H -1.61364 2.43046 -4.29730
30 H -4.13922 -1.37472 -3.24061
31 N -2.18936 0.34806 -1.59135
32 F 0.95981 -1.49674 5.27646
33 C 0.00190 1.63104 3.64875
34 C -1.37820 2.05130 -3.29417
35 H -3.28136 -0.99113 -0.35492
36 H -1.45973 2.13688 -0.75339
37 H -1.69120 0.10941 1.05039
38 C 3.98110 -0.89556 1.50162
39 C 1.23842 0.25439 2.05367
40 H -3.23899 1.99935 -0.80530
41 H 3.79175 -0.55278 2.52013
42 H 6.38089 -2.43070 -0.36017
43 C 0.80498 -0.53281 4.30315
44 H -3.34454 0.76231 1.19429
45 C 1.80341 0.07594 0.76261
46 C -2.32166 0.98761 0.86826
47 C -2.30396 1.46375 -0.57146
48 H -2.54241 -2.04866 -2.79338
49 H 1.43704 0.71079 -0.04619
50 H -0.26201 -0.53432 -0.34170

Löwdin atomic charge list, values in e, 6 entries: C -0.04; H 0.02; C 0.02; C -0.18; H 0.13; H 0.13



Record 4
Molecular formula: C4H10F2SSi
Method: DFT, ωB97M-V/def2-TZVPD

Gap between HOMO and LUMO (alpha / beta), eV: 10.83 / 4.58
Spin multiplicity: 1
Charge: 0
LUMO level (alpha / beta), eV: 0.768 / -2.455
HOMO (alpha / beta), Ha: -0.36965 / -0.25862

Atoms and positions in Å:
1 H -0.77427 -1.54918 -2.54133
2 F 1.16709 1.90958 -0.66764
3 H 0.68542 0.05309 2.04130
4 F 1.84967 0.33250 -1.85905
5 C -0.77653 -1.72146 -1.43709
6 S 2.79751 1.53197 1.95029
7 C 0.01246 -0.70270 1.53252
8 H 0.52223 -1.62533 1.64937
9 Si -0.45131 -0.30639 -0.21331
10 H -0.78090 -0.87283 2.30627
11 H 4.00900 1.26925 2.05310
12 H -1.74554 -2.13525 -1.29428
13 C -1.69057 1.14118 -0.32147
14 H -0.04543 -2.54620 -1.22641
15 C 1.01251 0.65182 -0.90445
16 H -2.28657 1.24506 -1.20237
17 H -2.35240 1.23751 0.44452
18 H -1.15236 2.08735 -0.30996

Löwdin atomic charge list, values in e, 6 entries: H 0.05; F 0.03; H -0.03; F 0.06; C -0.18; S 0.53